The following is a DFT calculation (the ωB97M-V functional and the def2-TZVPD basis) of a 8-piece molecular cluster, C16H48O8 overall in a non-equilibrium geometry.

Results
SMILES string = CCO.CCO.CCO.CCO.CCO.CCO.CCO.CCO
HOMO level = -9.5 eV
LUMO = 0.48 eV

Cartesian coordinates (Å):
O  13.65385  19.04794  4.74881
O  11.90350  15.85556  7.44361
O  10.73093  12.53866  3.31537
O  11.81060  10.64964  1.54742
O  6.28254  18.61207  1.46985
O  13.04550  15.36926  -0.51338
O  9.34461  16.97157  6.60309
O  11.71906  15.19628  2.00919
C  10.57647  15.96683  1.62964
C  8.78830  16.97317  5.29212
C  7.28338  16.77665  5.33714
C  14.25744  18.86876  3.47841
C  13.30443  18.30486  2.45559
C  5.39407  19.00304  -0.70665
C  12.27662  10.45429  0.21002
C  9.80632  15.26674  0.51676
C  12.29886  11.79045  -0.51589
C  12.67905  15.19208  5.23341
C  9.40769  12.12171  2.97394
C  6.10728  18.00944  0.19014
C  8.44166  13.07013  3.67118
C  14.37320  15.84868  -0.20885
C  15.37181  15.13137  -1.09894
C  11.94709  14.80281  6.50918
H  8.37854  12.87994  4.73941
H  11.62425  9.76062  -0.32829
H  12.75914  14.33001  4.56423
H  5.99407  19.90729  -0.77990
H  14.56709  19.86740  3.14101
H  9.03105  17.91664  4.79071
H  5.33608  18.61610  -1.73205
H  7.08810  15.80154  5.79111
H  12.08451  15.91727  4.67269
H  5.64773  18.26679  2.10034
H  11.35198  12.01799  2.78401
H  8.79201  14.08239  3.45683
H  12.66887  11.56900  -1.52212
H  13.29085  10.04406  0.22950
H  9.24404  11.07777  3.24017
H  6.83721  16.78360  4.34265
H  4.37967  19.17546  -0.35840
H  8.83764  15.70883  0.27836
H  11.27143  16.51459  7.12997
H  12.87282  17.34526  2.75522
H  10.36619  15.26800  -0.42346
H  15.20702  18.32802  3.54298
H  13.87108  18.32693  5.34488
H  5.56051  17.06486  0.26789
H  12.01760  9.89045  2.09924
H  7.08147  17.74124  -0.22231
H  13.81047  18.14945  1.49943
H  12.37378  13.92735  6.99626
H  14.50366  15.72757  0.86774
H  15.13099  14.07446  -1.18322
H  13.02004  12.47870  -0.08027
H  14.38765  16.91820  -0.44164
H  10.97679  16.88398  1.19814
H  10.93750  14.50857  6.18338
H  12.45623  18.96220  2.25504
H  9.91677  16.16559  2.47627
H  11.30070  12.21420  -0.59105
H  9.66708  14.20009  0.73219
H  8.79325  17.55934  7.12900
H  6.78860  17.52945  5.95462
H  11.38277  14.32456  2.26961
H  12.62872  15.24694  0.35139
H  16.38721  15.21852  -0.69888
H  13.67571  15.59570  5.41470
H  15.39656  15.60848  -2.07775
H  7.45559  12.99852  3.20899
H  9.27942  12.28869  1.89867
H  9.22648  16.16014  4.71539

Atoms 1-3, force components in eV/Å:
O -0.1 0.1 0.2
O 0.2 0.1 0.3
O 0.1 0.1 0.1